Record 1
The following is a DFT calculation (wB97M-V/def2-TZVPD) of a 14-piece molecular cluster, C48H130IN8O21 overall in a non-equilibrium geometry.

```
! RIJCOSX wB97M-V def2-TZVPD def2/J DEFGRID3
* xyz -1 1
I -0.06435 -0.39637 1.09676
C -2.44976 1.82832 -1.34402
O -3.15725 1.55849 -2.52269
C -4.26186 0.69533 -2.21672
C -5.26782 0.73773 -3.38311
N -4.57471 0.38048 -4.69365
C -5.25388 0.93989 -5.81498
C -4.45389 0.82355 -7.08038
O -3.12271 1.43024 -6.97012
C -3.22745 2.82927 -6.97108
H -1.95083 0.90991 -0.96592
H -3.15212 2.11923 -0.57689
H -1.64015 2.52076 -1.46210
H -4.66895 1.00886 -1.26088
H -3.87951 -0.29045 -1.93703
H -5.74526 1.75701 -3.40006
H -6.10392 0.01730 -3.27504
H -3.57986 0.58462 -4.66174
H -5.44280 1.99110 -5.66938
H -6.18643 0.40113 -6.05716
H -4.94714 1.20567 -7.97635
H -4.27196 -0.24494 -7.16957
H -2.15197 3.12968 -6.96135
H -3.68322 3.34951 -6.12932
H -3.61262 3.25936 -7.91647
C 0.47635 3.05627 0.24828
O 1.08466 4.32919 0.40023
C 0.64760 5.20490 -0.63184
C 1.55773 6.40149 -0.56651
N 0.91800 7.49662 -1.31239
C 0.02410 8.26777 -0.45455
C -0.68044 9.34635 -1.24213
O 0.35153 10.07176 -1.90062
C -0.10600 11.20832 -2.59946
H -0.61145 3.15778 0.40143
H 0.88163 2.48893 1.05720
H 0.68387 2.60460 -0.72590
H -0.42602 5.40147 -0.53102
H 0.75923 4.71359 -1.63260
H 2.55405 6.14125 -0.89570
H 1.69121 6.64819 0.50814
H 1.69723 8.10016 -1.59294
H 0.59237 8.73189 0.36671
H -0.71713 7.57275 -0.09050
H -1.14365 10.05641 -0.52420
H -1.39370 8.92569 -1.99016
H -0.48481 12.00228 -1.92796
H -0.85504 10.92449 -3.36214
H 0.66652 11.69981 -3.21244
C 3.90714 2.00807 -0.00352
O 5.26363 2.34368 -0.19001
C 6.15535 1.31740 0.21344
C 7.53507 1.77629 0.06947
N 7.90069 2.09466 -1.31073
C 9.30861 2.38997 -1.47166
C 9.65179 2.57964 -2.91807
O 8.96714 3.72371 -3.29456
C 8.73773 3.94357 -4.67810
H 3.76477 1.04928 0.48960
H 3.34489 1.99532 -0.93868
H 3.42550 2.76378 0.61627
H 5.91398 0.41680 -0.33336
H 6.00435 1.08348 1.28158
H 8.17205 1.06777 0.54154
H 7.54576 2.71366 0.68994
H 7.26419 2.75379 -1.68088
H 9.79781 1.46560 -1.11747
H 9.60446 3.25941 -0.88701
H 9.27566 1.70088 -3.44146
H 10.73623 2.56478 -3.05632
H 9.66918 4.22557 -5.13178
H 7.99184 4.73497 -4.79485
H 8.37273 3.02830 -5.15998
C -0.78974 -4.57799 -0.18723
O -1.87779 -5.46326 -0.00805
C -1.59783 -6.65634 0.61194
C -2.90273 -7.44655 0.74351
N -3.89584 -6.79548 1.57605
C -3.50853 -6.48500 2.93752
C -2.88530 -7.62587 3.73557
O -3.73372 -8.73619 4.01216
C -4.75922 -8.44825 4.91136
H -1.17135 -3.58998 -0.53538
H -0.03522 -5.03397 -0.84824
H -0.31840 -4.37602 0.82673
H -1.07526 -6.55683 1.59284
H -0.87545 -7.19561 -0.00286
H -2.63833 -8.47579 1.06646
H -3.37139 -7.55945 -0.26490
H -4.79884 -7.26394 1.50131
H -4.37244 -6.11634 3.45813
H -2.74269 -5.69985 2.88934
H -2.56007 -7.15227 4.72185
H -1.98937 -8.03083 3.29862
H -5.35351 -7.67272 4.46752
H -4.39539 -8.24421 5.93981
H -5.22520 -9.43637 4.88110
C -3.06436 -3.90281 -7.21452
O -2.53733 -2.76725 -6.50227
C -1.11700 -2.66409 -6.47141
C -0.57894 -1.62533 -5.52448
N -0.98475 -1.95558 -4.16109
C -0.78085 -0.95374 -3.15087
C 0.58300 -0.31990 -3.26832
O 0.76054 0.59424 -4.32365
C 0.01436 1.79550 -4.11636
H -2.60861 -3.92021 -8.20232
H -4.13148 -3.67576 -7.22980
H -2.79767 -4.83180 -6.70407
H -0.80211 -2.60228 -7.51246
H -0.70323 -3.66782 -6.13228
H -0.98932 -0.64332 -5.69644
H 0.48602 -1.62532 -5.70848
H -0.56479 -2.82503 -3.86252
H -0.79518 -1.47718 -2.18678
H -1.63320 -0.29568 -3.16924
H 1.30047 -1.09838 -3.50863
H 0.94989 0.03317 -2.28851
H -1.02462 1.54412 -4.01524
H 0.14470 2.35377 -5.04416
H 0.37466 2.37395 -3.28458
C 4.42837 -0.97855 -2.39590
O 4.30519 -1.52808 -1.10952
C 2.93624 -1.51964 -0.57161
C 2.16369 -2.68586 -1.25491
N 2.90927 -3.95373 -1.15475
C 2.94793 -4.54235 0.16630
C 3.81362 -5.78872 0.08930
O 3.75426 -6.51532 1.29007
C 4.58787 -6.03014 2.32344
H 5.29781 -0.30894 -2.45056
H 3.53955 -0.41448 -2.71928
H 4.61643 -1.78659 -3.11323
H 2.48758 -0.61320 -0.96599
H 2.96624 -1.51597 0.53994
H 2.24742 -2.49830 -2.30979
H 1.17275 -2.70656 -0.88149
H 3.84225 -3.68597 -1.37968
H 1.95750 -4.87024 0.49800
H 3.31540 -3.81123 0.91211
H 4.83191 -5.51231 -0.21371
H 3.43549 -6.48665 -0.64252
H 4.59567 -6.86458 3.01086
H 4.15967 -5.06367 2.73501
H 5.57862 -5.86604 1.89854
C 2.13108 -0.41700 6.46686
O 1.44081 -0.72275 5.29892
C 2.21603 -1.19561 4.17152
C 1.72433 -2.56071 3.70001
N 2.19987 -3.63843 4.58575
C 1.60748 -4.94249 4.25243
C 0.08589 -5.06745 4.40698
O -0.26919 -4.56262 5.67724
C -1.66309 -4.82072 5.96549
H 2.87449 0.40130 6.38507
H 2.68481 -1.29108 6.83461
H 1.39576 0.03217 7.12864
H 3.26885 -1.25483 4.49520
H 2.18963 -0.43033 3.38975
H 1.94924 -2.69724 2.62313
H 0.62695 -2.49423 3.75551
H 1.78196 -3.43300 5.46080
H 2.08218 -5.75426 4.80538
H 1.82221 -5.17894 3.20870
H -0.14023 -6.14527 4.26575
H -0.46681 -4.50538 3.63408
H -2.30436 -4.46562 5.13105
H -1.90226 -4.21418 6.84907
H -1.84385 -5.87890 6.15920
C 0.25256 2.05974 3.88762
O -0.51342 2.97773 3.10449
C -0.43777 4.29621 3.58918
C -1.36480 5.15649 2.76838
N -2.76869 4.69887 2.93531
C -3.65795 5.41507 2.07832
C -5.12697 5.42704 2.52360
O -5.67623 4.11623 2.83065
C -5.88297 3.31928 1.68714
H 1.32818 2.26427 3.92413
H 0.15105 1.04514 3.52343
H -0.06479 2.04839 4.93576
H 0.56361 4.73717 3.41719
H -0.63781 4.23312 4.70518
H -1.08065 4.97503 1.72591
H -1.18288 6.22438 2.91387
H -2.93362 4.75396 3.93147
H -3.68167 4.89408 1.14612
H -3.30659 6.44908 1.88210
H -5.61187 5.93765 1.69279
H -5.18461 5.92152 3.50962
H -6.43107 2.40211 1.98162
H -4.94299 2.97209 1.19574
H -6.52993 3.82114 0.94463
O -2.91768 -1.86033 7.43770
H -3.34093 -2.70712 7.40064
H -2.32083 -1.73435 6.66604
O -1.55020 -0.82253 5.05822
H -1.76617 -0.76962 4.12544
H -0.58214 -0.87515 5.05774
O -3.18181 1.43696 2.64742
H -3.08789 2.36484 2.88621
H -2.26611 1.29364 2.32868
O -5.60350 -0.35367 2.44886
H -4.96459 -1.10049 2.65585
H -5.14324 0.35387 2.94476
O -3.46906 -0.94864 0.63618
H -4.09938 -0.45049 1.14641
H -2.62167 -0.49004 0.76412
*
```

Results
E_tot in eV: -114894.8556
LUMO in eV: 2.06
Frontier orbital gap in eV: 7.54
HOMO level in Ha: -0.201
Largest force on an atom in eV/Å: 2.7

Results of the Mulliken charge analysis, in e, for atoms 1 through 4: number 1, I, carries -0.20; number 2, C, carries 0.37; number 3, O, carries -0.44; number 4, C, carries -0.20

---

Record 2
The following is a DFT calculation (wB97M-V/def2-TZVPD) of a 12-piece molecular cluster, C48H132N12O12 overall in a non-equilibrium geometry.

```
! RIJCOSX wB97M-V def2-TZVPD def2/J DEFGRID3
* xyz 0 1
C -7.52716 10.11248 -3.07614
C -7.37964 11.31745 -4.10284
C -7.29231 10.80015 -5.55035
O -8.62360 10.57382 -6.04485
C -8.59592 9.88545 -7.26332
N -8.56638 12.08175 -3.80628
H -8.38217 9.53538 -3.42830
H -7.92296 10.30642 -2.07923
H -6.70038 9.40701 -2.99351
H -6.48903 11.86332 -3.79149
H -6.55347 9.99880 -5.54305
H -6.71102 11.57875 -6.04430
H -9.60525 9.91352 -7.67388
H -8.26971 8.85047 -7.16081
H -8.04597 10.55103 -7.92864
H -9.26350 11.46614 -4.20015
H -8.55518 12.85858 -4.45166
C -11.23116 23.64787 -11.53386
C -12.33423 24.60873 -11.66930
C -12.14760 25.66646 -12.83484
O -11.10115 26.65037 -12.37621
C -10.90413 27.70127 -13.38210
N -13.55162 23.82975 -11.77265
H -11.45646 22.89014 -10.78341
H -10.32109 24.10271 -11.14273
H -10.89433 23.00348 -12.34590
H -12.58771 25.12796 -10.74504
H -13.12931 26.09673 -13.03282
H -11.77877 25.20131 -13.74901
H -10.50614 27.35203 -14.33485
H -10.12240 28.19975 -12.80894
H -11.67187 28.46880 -13.47991
H -13.86134 23.48072 -10.87691
H -14.31999 24.42720 -12.04240
C -14.52516 9.04798 -3.80301
C -14.61941 7.84977 -2.84350
C -13.31573 6.97659 -2.65770
O -12.66974 6.69493 -3.87578
C -11.76900 5.70848 -3.64719
N -15.29026 8.27614 -1.68208
H -15.39426 9.70552 -3.78284
H -14.52955 8.64804 -4.81697
H -13.61835 9.62548 -3.62332
H -15.40301 7.25330 -3.31071
H -13.66286 6.06573 -2.16992
H -12.62420 7.49262 -1.99168
H -11.74688 5.17009 -4.59469
H -11.98126 4.96276 -2.88107
H -10.76377 6.07791 -3.44439
H -15.74499 9.12472 -1.98740
H -14.63064 8.56618 -0.97435
C -12.31935 16.75729 1.87723
C -12.65079 15.74409 0.82317
C -12.66733 16.33927 -0.63609
O -13.39536 15.33532 -1.38239
C -13.62616 15.74763 -2.79878
N -11.65939 14.65968 0.86938
H -11.27754 17.07777 1.87242
H -12.53270 16.28728 2.83726
H -13.04362 17.57186 1.87599
H -13.63722 15.29757 0.94838
H -11.69898 16.57809 -1.07583
H -13.32356 17.20570 -0.55383
H -14.24195 16.64582 -2.84543
H -14.11428 14.86203 -3.20565
H -12.76101 15.88320 -3.44781
H -10.74296 15.08107 0.81749
H -11.69061 14.13259 0.00839
C -23.88440 19.49580 -19.44055
C -22.94041 18.87282 -20.56369
C -22.49765 19.91257 -21.61833
O -21.68984 19.37162 -22.64406
C -22.39709 18.63871 -23.63939
N -21.90604 18.31879 -19.76477
H -23.41729 20.19223 -18.74421
H -24.44508 18.74392 -18.88519
H -24.62655 20.11181 -19.94835
H -23.45384 18.02807 -21.02290
H -21.76226 20.60072 -21.20149
H -23.41869 20.44227 -21.86164
H -23.20345 19.16540 -24.14976
H -22.80908 17.76969 -23.12638
H -21.67284 18.20956 -24.33178
H -22.24130 17.85164 -18.93443
H -21.33920 17.68937 -20.31488
C -28.78116 7.97479 -7.75833
C -27.96498 7.31107 -8.86873
C -27.75814 8.32858 -9.96453
O -27.13847 9.52992 -9.50689
C -26.79654 10.44921 -10.52402
N -26.65001 6.83101 -8.38724
H -29.09168 7.28004 -6.97794
H -29.69363 8.32455 -8.24121
H -28.20696 8.79437 -7.32627
H -28.44319 6.43766 -9.31208
H -28.72391 8.57174 -10.40754
H -27.14867 7.88010 -10.74907
H -27.64927 10.69766 -11.15586
H -26.02659 10.09979 -11.21191
H -26.47719 11.41152 -10.12393
H -26.80951 6.36695 -7.50446
H -26.04066 7.62216 -8.23599
C -19.08663 15.37779 -10.71262
C -18.05174 16.53468 -10.67169
C -16.54915 16.08428 -10.83388
O -16.34342 15.11899 -9.75945
C -15.16042 14.42054 -10.04183
N -18.24059 17.65777 -11.68838
H -18.79781 14.62250 -9.98172
H -19.14621 15.07111 -11.75689
H -20.08251 15.78447 -10.53672
H -18.17552 16.82562 -9.62855
H -15.93569 16.94526 -10.56841
H -16.26493 15.66417 -11.79867
H -14.82258 13.83052 -9.18987
H -14.30437 14.99670 -10.39300
H -15.24278 13.85444 -10.96965
H -17.34815 18.05506 -11.94492
H -18.57830 17.33540 -12.58400
C -23.15969 23.47716 -9.58466
C -22.47620 22.21972 -10.20945
C -23.26695 21.77451 -11.49140
O -24.52016 21.15093 -11.25171
C -24.52783 19.81870 -10.84182
N -21.03258 22.48301 -10.46610
H -24.23571 23.40223 -9.42761
H -23.10909 24.43015 -10.11131
H -22.80552 23.72058 -8.58296
H -22.56859 21.40687 -9.48914
H -22.76118 21.04526 -12.12423
H -23.28698 22.68926 -12.08380
H -25.50415 19.36169 -10.68047
H -23.96462 19.82581 -9.90863
H -23.96040 19.15419 -11.49339
H -20.60713 22.33650 -9.56187
H -20.80958 21.63502 -10.96737
C -16.76446 22.45990 -18.93964
C -16.72420 22.94802 -17.50925
C -18.19096 23.57745 -17.21918
O -18.55326 24.51858 -18.19507
C -19.94487 24.87904 -18.25732
N -16.36578 21.82416 -16.62659
H -17.52342 21.68110 -19.01415
H -15.79700 22.03378 -19.20522
H -16.92208 23.13518 -19.78062
H -16.08914 23.82227 -17.36612
H -18.25092 24.08412 -16.25596
H -18.86408 22.72091 -17.25585
H -20.09002 25.77879 -18.85520
H -20.39227 24.97722 -17.26823
H -20.51787 24.02970 -18.62932
H -15.42061 21.57005 -16.87595
H -16.22576 22.37913 -15.79442
C -16.58426 13.94916 -17.35226
C -15.34692 14.35417 -18.14284
C -15.67831 14.97266 -19.55492
O -16.63882 14.15935 -20.21329
C -16.67372 14.42687 -21.62775
N -14.63637 15.38518 -17.26393
H -17.13689 14.84772 -17.07788
H -16.22500 13.37469 -16.49844
H -17.18972 13.15589 -17.79070
H -14.70330 13.50916 -18.38741
H -14.69600 15.10342 -20.00887
H -15.99676 16.01404 -19.50759
H -15.81183 14.28207 -22.27912
H -16.81414 15.49305 -21.80567
H -17.53169 13.89879 -22.04384
H -13.66148 15.35525 -17.52625
H -14.96229 16.25774 -17.65448
C -7.51011 14.50205 -14.36336
C -6.72898 15.40131 -15.31574
C -5.24308 14.99805 -15.47688
O -4.61201 15.85251 -16.41918
C -3.33001 15.52513 -16.99909
N -7.46300 15.41963 -16.58941
H -7.05937 14.41170 -13.37505
H -7.63542 13.46355 -14.66980
H -8.50381 14.93906 -14.26506
H -6.62737 16.38618 -14.85989
H -5.02389 14.00316 -15.86452
H -4.74093 15.19188 -14.52906
H -2.63283 15.11272 -16.26974
H -3.01708 16.47776 -17.42648
H -3.45334 14.70782 -17.70964
H -8.21337 16.08387 -16.71523
H -6.89059 15.58655 -17.40463
C -21.09307 8.54314 -6.20222
C -21.35017 9.86626 -6.99633
C -21.22718 9.62369 -8.52177
O -19.88633 9.48586 -8.91227
C -19.68342 9.44774 -10.28081
N -22.67624 10.32848 -6.60420
H -20.12605 8.04111 -6.23281
H -21.70421 7.76233 -6.65493
H -21.28627 8.65806 -5.13565
H -20.71391 10.67489 -6.63663
H -21.73978 10.46249 -8.99267
H -21.62688 8.66984 -8.86600
H -19.58776 10.51765 -10.46587
H -20.51246 9.08504 -10.88846
H -18.74565 8.96174 -10.55002
H -22.88305 9.80379 -5.76633
H -23.47550 10.22606 -7.21314
*
```

Results
E_tot in eV: -94353.3352
LUMO in eV: 0.47
Frontier orbital gap in eV: 9.37
HOMO level in Ha: -0.327
Largest force on an atom in eV/Å: 3.7

Results of the Mulliken charge analysis, in e, for atoms 1 through 4: number 1, C, carries -1.27; number 2, C, carries 0.13; number 3, C, carries -0.63; number 4, O, carries -0.29